[1]
DFT (ωB97M-V/def2-TZVPD) results for a 4-piece molecular cluster, C3H15NO3S overall.

Output
SMILES string: C[C@H](N)CS.O.O.O
ΔE to the lowest compared entry with this formula, charge and spin (kJ/mol): 265.2
LUMO energy (eV): 0.1
Kohn-Sham gap (eV): 8.6
HOMO level (eV): -8.5

ORCA input file:
```
! RIJCOSX wB97M-V def2-TZVPD def2/J DEFGRID3
* xyz 0 1
C 0.2123 -0.8343 1.3392
C -1.1014 -0.6460 0.6726
C -1.2685 0.7131 -0.0732
S -2.9628 1.1726 -0.9067
N -1.0477 -1.5796 -0.5261
H -0.0765 -1.0307 2.3873
H 0.8058 -1.6315 0.8193
H 0.9760 0.0214 1.3503
H -2.0018 -1.0043 1.2664
H -0.4515 0.9405 -0.8768
H -1.1272 1.4344 0.7805
H -3.2987 0.1146 -1.7010
H -1.7148 -2.2222 -0.6086
H -0.0835 -1.6171 -0.8225
H 3.5745 -1.5765 -1.3259
H 2.5790 -1.6220 -2.6718
O 2.9125 -2.0512 -1.8759
H 3.5331 -1.4090 0.8175
H 3.6074 0.2010 0.9805
O 3.1751 -0.5628 1.0431
H 0.6711 2.7061 1.8665
H 1.8464 2.0180 1.3685
O 1.2679 2.8109 1.1989
*
```

---

[2]
DFT (ωB97M-V/def2-TZVPD) results for C6H13O8Ti as an isolated structure.

Output
ΔE to the lowest compared entry with this formula, charge and spin (kJ/mol): 55.8
LUMO energy (eV): -5.5
Kohn-Sham gap (eV): 8.3
HOMO level (eV): -13.8

ORCA input file:
```
! RIJCOSX wB97M-V def2-TZVPD def2/J DEFGRID3
* xyz 1 1
Ti 0.1944 -0.0884 -0.0215
C -2.7340 2.0810 2.0684
C -1.8379 1.1395 1.3471
O -2.0194 0.3351 0.3988
O -0.6301 1.2663 1.4372
H -2.8414 1.6224 3.0514
H -3.7053 2.1014 1.5742
H -2.2203 3.0205 2.2722
C 0.9142 2.2104 -3.5023
C 0.7054 1.3004 -2.2554
O 0.0344 1.6791 -1.2917
O 1.1717 0.2063 -1.9708
H -0.0148 2.2960 -4.0661
H 1.6738 1.8562 -4.1992
H 1.2309 3.2377 -3.3222
C 1.0816 -3.7752 1.6780
C 0.8772 -2.4023 1.1144
O 1.5630 -1.8434 0.2092
O -0.0643 -1.6460 1.4210
H 0.5907 -3.7941 2.6510
H 2.1422 -3.9795 1.8245
H 0.6237 -4.5159 1.0223
O 1.9008 0.7689 0.8625
H 2.1095 0.6117 1.7834
H 2.4648 1.5000 0.6102
O -0.8930 -1.5256 -1.2833
H -1.7875 -1.8662 -1.2861
H -0.5305 -1.7963 -2.1268
*
```

---

[3]
DFT (ωB97M-V/def2-TZVPD) results for C11H14ClI2NOPTi as an isolated structure.

Output
ΔE to the lowest compared entry with this formula, charge and spin (kJ/mol): 0.0
LUMO energy (alpha / beta) (eV): -14.2 / -14.5
Kohn-Sham gap (alpha / beta) (eV): 3.4 / 3.2
HOMO level (alpha / beta) (eV): -17.6 / -17.6

ORCA input file:
```
! RIJCOSX wB97M-V def2-TZVPD def2/J DEFGRID3
* xyz 3 1
I 2.1550 -3.6913 -1.4812
I -0.9569 -3.4939 -0.6037
Ti 0.3054 -1.1671 -0.0338
P -0.0636 0.4418 -2.1371
C -1.6115 0.7129 -3.0756
C 0.8411 2.0105 -2.5072
H 1.8980 -0.8705 -2.8360
H 0.8093 -0.2639 -4.1663
H 0.3573 -1.7174 -3.1543
C 0.8632 -0.7423 -3.1906
H 1.8668 1.9999 -2.1025
H 0.8629 2.0997 -3.6013
H -1.2663 0.9786 -4.0973
H -2.1490 1.5486 -2.5580
H 0.2797 2.8583 -2.0859
H -2.1757 -0.2500 -3.0188
C -1.6779 -0.3233 -0.1410
O -2.7849 0.0413 -0.1288
Cl 2.3493 -0.2023 0.0094
N 0.1093 -0.2119 1.9301
C 0.0499 -0.0014 3.0835
C -0.0006 -0.0080 4.4914
C -1.2040 0.1113 5.1934
C -1.1976 0.0981 6.5911
C -0.0096 -0.0608 7.3360
C 1.1909 -0.1992 6.6001
C 1.1974 -0.1870 5.1927
H -2.1529 0.2257 4.7004
H -2.1144 0.2214 7.1793
H 0.0034 -0.0627 8.4720
H 2.1288 -0.3069 7.1735
H 2.1541 -0.3082 4.6953
*
```

---

[4]
DFT (ωB97M-V/def2-TZVPD) results for C20H21Cl2F5O2SSb2V as an isolated structure.

Output
Expectation value of S²: 3.768
ΔE to the lowest compared entry with this formula, charge and spin (kJ/mol): 132.5
LUMO energy (alpha / beta) (eV): -1.8 / -1.8
Kohn-Sham gap (alpha / beta) (eV): 5.4 / 6.2
HOMO level (alpha / beta) (eV): -7.3 / -8.0

ORCA input file:
```
! RIJCOSX wB97M-V def2-TZVPD def2/J DEFGRID3
* xyz 0 4
V -0.2513 -1.5374 0.2480
C 3.9011 -1.7040 0.0866
Sb 2.1052 -0.8494 -0.8399
C 2.5508 -1.7862 -2.7084
C 3.0996 1.1198 -1.3660
C 2.9798 2.0386 -0.2106
C 3.8835 1.9712 0.8519
C 3.7142 2.6838 2.0252
C 2.6017 3.5417 2.1485
C 1.6732 3.6117 1.1241
C 1.8193 2.9134 -0.0564
C 0.7603 3.0299 -1.1128
Sb -0.8739 1.5116 -0.6355
C -1.7901 2.8054 0.8872
C -2.3838 2.0986 -2.0642
H 4.5707 -2.0862 -0.7036
H 3.5425 -2.5357 0.6865
H 4.3772 -0.9593 0.7301
H 3.5975 -1.6154 -3.0047
H 1.8652 -1.5192 -3.5051
H 2.5287 -2.8752 -2.5951
H 2.5565 1.4021 -2.2614
H 4.1439 0.8399 -1.6162
H 4.7669 1.3253 0.7570
H 4.4904 2.5923 2.7826
H 2.4959 4.2237 2.9921
H 0.8092 4.2755 1.2697
H 1.0390 2.8372 -2.1552
H 0.1398 3.9418 -1.0849
H -1.9772 3.8049 0.5360
H -1.1549 2.7474 1.7814
H -2.7097 2.2845 1.1231
H -2.0967 3.0040 -2.5957
H -3.3524 2.1981 -1.6113
H -2.4614 1.2668 -2.8029
F -6.8039 -3.9356 -0.3340
C -5.5290 -3.5425 -0.5071
C -5.2208 -2.2178 -0.6758
F -6.1895 -1.2739 -0.6698
C -3.8770 -1.8369 -0.8497
F -3.6205 -0.5111 -1.0029
C -2.8475 -2.7626 -0.8252
S -1.3064 -2.2996 -1.5413
C -3.1916 -4.1343 -0.6265
F -2.2322 -5.1138 -0.5928
C -4.5250 -4.5336 -0.4733
F -4.8787 -5.8172 -0.2944
Cl 1.1500 -1.3854 4.7124
C -0.1255 -1.5431 3.6450
Cl 0.5227 -3.0353 2.0482
C -0.3692 -0.3443 2.5974
O -1.3674 -0.7148 1.8057
O 0.3779 0.6179 2.5247
H -0.9272 -2.2175 3.9594
*
```

---

[5]
DFT (ωB97M-V/def2-TZVPD) results for a 2-piece molecular cluster, C11H18O overall.

Output
SMILES string: CCc1ccc(O)cc1.CCC
ΔE to the lowest compared entry with this formula, charge and spin (kJ/mol): 97.5
LUMO energy (eV): 0.8
Kohn-Sham gap (eV): 9.3
HOMO level (eV): -8.5

ORCA input file:
```
! RIJCOSX wB97M-V def2-TZVPD def2/J DEFGRID3
* xyz 0 1
C 0.1176 -1.6988 1.1307
C 1.1011 -2.8591 1.0202
C -0.7363 -1.5173 -0.0938
C -0.1912 -1.4752 -1.3612
C -2.1426 -1.5332 -0.0018
C -0.9571 -1.4464 -2.5082
C -2.8953 -1.3734 -1.1329
C -2.3436 -1.4139 -2.4187
O -3.2054 -1.3878 -3.4729
H -0.5054 -1.5958 2.0381
H 0.5965 -0.7390 1.3732
H 2.1173 -2.5101 0.8328
H 0.8874 -1.5764 -1.3861
H -2.6375 -1.5574 0.9619
H -0.5132 -1.3741 -3.4957
H -3.9770 -1.3192 -1.0495
H -2.9439 -0.7684 -4.1447
H 0.7428 -3.5200 0.2338
H 1.1761 -3.5248 1.8813
C 1.4044 2.4097 1.1516
C 0.6136 3.4697 1.9081
C 2.3486 3.0608 0.0770
H 2.1590 2.0163 1.8309
H 0.8010 1.6226 0.7062
H 0.1772 4.1980 1.2276
H 1.8102 3.7144 -0.6044
H 3.1475 3.5430 0.6302
H 1.2415 3.9757 2.6283
H -0.0630 2.9452 2.5993
H 2.6698 2.2347 -0.5613
*
```

---

[6]
DFT (ωB97M-V/def2-TZVPD) results for a 2-piece molecular cluster, C8H10NO2 overall.

Output
ΔE to the lowest compared entry with this formula, charge and spin (kJ/mol): 958.2
LUMO energy (alpha / beta) (eV): -4.9 / -4.9
Kohn-Sham gap (alpha / beta) (eV): 7.1 / 7.0
HOMO level (alpha / beta) (eV): -12.0 / -12.0

ORCA input file:
```
! RIJCOSX wB97M-V def2-TZVPD def2/J DEFGRID3
* xyz 1 1
C -0.9688 -1.4252 -0.7671
C -1.8663 -0.2504 -1.0278
C -0.3322 -1.3475 0.3883
C 4.8477 0.1129 0.0417
C -2.0643 0.0238 1.2089
C -0.9642 1.0099 -1.0956
C -0.1529 1.0794 0.1916
C -0.6088 -0.0730 1.1600
N 2.5892 -0.3938 -0.1624
O -2.7015 -0.0639 0.1245
O 3.7074 -0.1580 0.0441
H -0.8813 -2.2153 -1.4872
H -2.5247 -0.3524 -1.8891
H 0.3377 -2.0787 0.7990
H 5.6410 0.2449 0.7301
H -2.6462 0.1699 2.1118
H -0.3241 0.9211 -1.9703
H -1.6045 1.8841 -1.2193
H 0.9058 0.8912 -0.0040
H -0.2740 2.0342 0.6987
H -0.1149 -0.0132 2.1239
*
```

---

[7]
DFT (ωB97M-V/def2-TZVPD) results for a 2-piece molecular cluster, C28H32NO2 overall.

Output
ΔE to the lowest compared entry with this formula, charge and spin (kJ/mol): 175.5
LUMO energy (eV): -5.6
Kohn-Sham gap (eV): 4.3
HOMO level (eV): -9.8

ORCA input file:
```
! RIJCOSX wB97M-V def2-TZVPD def2/J DEFGRID3
* xyz 1 1
C -2.5126 1.8597 -3.1500
C -1.1303 1.2917 -2.9226
C -0.9098 -0.1452 -3.1441
C -0.1669 2.2616 -2.8950
N 1.1726 2.1034 -3.1269
C 1.9788 3.3333 -2.9483
C 3.4194 2.9173 -2.6916
O 3.9111 2.0468 -3.7203
C 3.0995 0.8900 -3.9241
C 1.6535 1.2496 -4.2268
H -3.3388 1.1744 -2.9452
H -2.6457 2.7777 -2.5522
H -2.6106 2.1860 -4.2029
H -1.5978 -0.6588 -2.4659
H -1.1863 -0.4920 -4.1580
H 0.1159 -0.4711 -2.9314
H -0.4619 3.3091 -2.7258
H 1.9257 3.9657 -3.8591
H 1.5684 3.8833 -2.0910
H 4.0769 3.7989 -2.7360
H 3.4798 2.4381 -1.6921
H 3.5547 0.3902 -4.7913
H 3.1372 0.2250 -3.0385
H 1.0466 0.3479 -4.3100
H 1.6088 1.7904 -5.1984
C -3.6747 -5.6264 -1.1668
C -2.8752 -4.3852 -0.9353
C -2.1007 -3.8937 -1.9908
C -1.2171 -2.8540 -1.7966
C -1.1604 -2.1408 -0.5576
C -0.3415 -0.9701 -0.4517
C -0.2681 -0.1526 0.7112
C -1.3295 0.0502 1.6416
C -1.1124 0.7428 2.8249
C 0.1178 1.3773 3.0376
O 0.3639 2.0786 4.2243
C 0.8621 1.4005 5.3490
C 2.1406 1.7574 5.7938
C 2.6814 1.1086 6.9010
C 1.9300 0.1524 7.5918
C 0.6382 -0.1640 7.1603
C 0.0953 0.4476 6.0265
C 1.1489 1.2836 2.0902
C 0.9611 0.5143 0.9606
C -1.8961 -2.7098 0.5269
C -2.7613 -3.7764 0.3242
H -4.3961 -5.7892 -0.3621
H -4.1932 -5.5631 -2.1304
H -3.0183 -6.5081 -1.2202
H -2.1946 -4.3590 -2.9730
H -0.5639 -2.5532 -2.6173
H 0.5540 -0.9440 -1.0784
H -2.3222 -0.3504 1.4379
H -1.8810 0.8012 3.5960
H 2.6828 2.5327 5.2539
H 3.6958 1.3581 7.2204
H 2.3554 -0.3498 8.4648
H 0.0382 -0.8993 7.7038
H -0.9148 0.2234 5.6760
H 2.0939 1.7871 2.2772
H 1.7747 0.3887 0.2430
H -1.7524 -2.3193 1.5344
H -3.3489 -4.1692 1.1567
*
```

---

[8]
DFT (ωB97M-V/def2-TZVPD) results for a 4-piece molecular cluster, C27H46BrF10INO11P2 overall.

Output
LUMO energy (eV): 1.8
Kohn-Sham gap (eV): 5.1
HOMO level (eV): -3.4

ORCA input file:
```
! RIJCOSX wB97M-V def2-TZVPD def2/J DEFGRID3
* xyz -1 1
C -5.1687 -0.0516 2.1713
C -4.6728 -0.0569 0.5630
N -3.7522 1.0034 0.4028
P -2.2893 0.9512 -0.6133
C -2.8622 2.6412 -1.3257
C -2.4830 4.0454 -0.7471
O -1.5010 4.7554 -1.6477
C -0.5365 5.5253 -0.8488
O -0.9123 6.5989 -0.1028
C 1.0562 5.0331 -0.9777
C 1.6068 4.8405 0.5536
C -3.3683 0.2780 -2.0708
C -3.4821 -1.2635 -2.4020
O -2.6811 -2.1501 -3.0007
I -5.4736 -2.3055 -2.2239
C -1.4300 1.7090 0.9518
F -2.4252 2.3682 1.8974
C -0.6515 0.8225 2.0080
C -1.5332 0.5095 3.4071
C -0.7026 1.1921 -1.6395
Br -0.4848 0.2671 -3.3722
C 0.7703 0.9418 -0.8997
C 2.0295 0.8234 -1.9915
P -1.7810 -1.0951 -0.1110
O -0.5973 -1.9335 -0.9332
O -2.2253 -1.7695 1.3408
H -4.6359 0.8621 2.7048
H -6.3317 -0.0516 2.2673
H -4.6979 -1.0237 2.6803
H -4.5111 -1.1714 0.3532
H -5.6905 0.2180 -0.0098
H -4.2925 1.8914 0.3648
H -2.5155 2.7250 -2.4781
H -4.0439 2.6780 -1.5572
H -2.0818 4.2563 0.3087
H -3.4343 4.7740 -0.8313
H 1.1224 4.0398 -1.6349
H 1.7312 5.8207 -1.5330
H 1.4862 5.9057 1.0789
H 0.8999 4.0405 1.0689
H 2.7210 4.4701 0.5718
H -3.1509 0.8201 -3.1159
H -4.5173 0.6318 -1.9861
H -0.7103 2.6206 0.6712
H -0.0174 -0.1007 1.7280
H 0.1872 1.5424 2.4886
H -1.5551 1.4483 4.1209
H -2.5796 0.0439 3.1804
H -0.8928 -0.3194 3.9680
H -0.5397 2.3584 -1.8847
H 0.8614 0.0151 -0.2311
H 1.1005 1.8744 -0.2287
H 2.2061 -0.2661 -2.3786
H 2.0135 1.6535 -2.8144
H 2.9938 1.0681 -1.3274
H 0.1397 -2.2317 -0.3234
H -2.5811 -2.7169 1.2683
C 5.8259 -2.4146 -1.0379
C 5.5672 -3.3293 0.1463
O 4.9628 -2.6078 1.2322
C 3.6334 -2.3111 1.0876
O 2.9648 -2.6243 0.1038
C 3.1009 -1.5759 2.3151
F 3.8938 -0.5304 2.6873
F 3.0114 -2.3927 3.4033
F 1.8550 -1.0568 2.1258
H 6.4305 -1.5547 -0.7324
H 6.3447 -2.9506 -1.8359
H 4.8919 -2.0140 -1.4458
H 6.5215 -3.7209 0.5165
H 4.9520 -4.1935 -0.1321
C 2.5012 -2.4483 6.3393
C 3.0112 -2.6833 7.7502
O 2.4825 -1.7038 8.6590
C 1.1761 -1.8770 9.0325
O 0.4667 -2.8000 8.6352
C 0.7425 -0.7970 10.0206
F 1.0667 0.4600 9.6019
F 1.3275 -0.9545 11.2421
F -0.6024 -0.7866 10.2415
H 2.7270 -1.4272 6.0158
H 2.9559 -3.1535 5.6399
H 1.4135 -2.5635 6.2826
H 4.1016 -2.5742 7.7637
H 2.7858 -3.6972 8.1022
C -1.2164 -2.5918 -7.0063
C 0.2345 -2.2739 -7.3223
O 0.3947 -1.9192 -8.7056
C -0.0246 -0.6626 -9.0540
O -0.5142 0.1405 -8.2613
C 0.2272 -0.3937 -10.5356
F -0.2234 -1.4010 -11.3372
F 1.5547 -0.2510 -10.8127
F -0.3786 0.7432 -10.9808
H -1.5911 -3.3738 -7.6744
H -1.3241 -2.9243 -5.9714
H -1.8590 -1.7173 -7.1533
H 0.8465 -3.1664 -7.1497
H 0.6299 -1.4832 -6.6733
*
```

---

no.,total energy (eV)
1,-21819.414
2,-45925.240
3,-76269.441
4,-113403.067
5,-13745.656
6,-14027.062
7,-35131.090
8,-176642.954